Computed, not measured: a cluster of 7 separate species, C38H76BBrFIO29P6 in total in a non-equilibrium geometry, with wB97M-V/def2-TZVPD.

CARTESIAN COORDINATES (ANGSTROEM)
C (-0.87118, 4.57225, -0.81475)
C (-1.75107, 3.53715, -1.58774)
B (-0.92456, 2.95785, -2.83015)
O (-1.32447, 3.22911, -4.11877)
C (0.38536, 2.10851, -2.50919)
C (1.60607, 2.70734, -2.68335)
O (1.55780, 4.01430, -3.13537)
C (2.81459, 2.08438, -2.40582)
C (4.11187, 2.85134, -2.59996)
C (4.24681, 3.57458, -3.97147)
C (3.76227, 2.74887, -5.16897)
I (3.30118, 4.12803, -6.78784)
C (2.75984, 0.79060, -1.92867)
C (1.51946, 0.16537, -1.75378)
C (0.32032, 0.79651, -2.04087)
C (-1.01950, 0.10474, -1.83630)
C (-1.56900, -0.42915, -3.19465)
C (-2.34392, -1.77560, -3.04082)
Br (-1.53206, -3.04724, -4.30193)
C (1.56310, -1.24218, -1.19268)
O (0.81938, -2.14229, -1.50828)
C (2.68619, -1.45897, -0.19761)
F (2.41956, -2.24500, 0.85644)
C (3.85934, -0.87849, -0.34450)
C (5.04677, -0.99310, 0.59649)
C (5.28846, -2.39503, 1.15374)
O (6.05171, -3.19789, 0.67688)
C (4.01731, 0.02298, -1.55253)
O (5.05992, 0.08480, -2.16429)
H (-1.14936, 4.59053, 0.24202)
H (-0.99680, 5.56374, -1.26074)
H (0.19505, 4.32658, -0.86481)
H (-2.06954, 2.75237, -0.89521)
H (-2.66609, 4.01784, -1.96218)
H (-1.55409, 4.16878, -4.12574)
H (2.12477, 4.51773, -2.53578)
H (5.00684, 2.25718, -2.43552)
H (4.12987, 3.64185, -1.82803)
H (5.31625, 3.77506, -4.11538)
H (3.76975, 4.55476, -3.97125)
H (2.86071, 2.16708, -4.97994)
H (4.53221, 2.10199, -5.58931)
H (-1.71335, 0.83193, -1.40205)
H (-0.93252, -0.68964, -1.09307)
H (-2.17131, 0.34065, -3.68728)
H (-0.70252, -0.62666, -3.82915)
H (-2.25085, -2.16269, -2.02929)
H (-3.37146, -1.62009, -3.36390)
H (5.93284, -0.72367, 0.00669)
H (4.93949, -0.22598, 1.37321)
H (4.74522, -2.65755, 2.08968)
C (-7.76974, 5.59019, -7.45416)
O (-6.41350, 6.04609, -7.43164)
P (-5.38861, 5.44098, -6.37878)
O (-5.97573, 4.60049, -5.33279)
O (-4.62428, 6.72947, -5.85873)
C (-5.41600, 7.75226, -5.24833)
O (-4.29233, 4.75392, -7.28430)
C (-3.79322, 3.46287, -6.90362)
H (-8.42487, 6.45106, -7.32694)
H (-7.97150, 5.12942, -8.42028)
H (-7.97629, 4.86950, -6.66480)
H (-6.27021, 7.32852, -4.71710)
H (-5.76900, 8.44464, -6.01256)
H (-4.79192, 8.28948, -4.53872)
H (-4.43847, 2.68849, -7.31594)
H (-3.73721, 3.35849, -5.82191)
H (-2.79423, 3.34847, -7.31833)
C (5.41118, -3.41928, 7.45127)
O (4.22516, -2.61105, 7.43203)
P (3.94535, -1.64679, 6.20171)
O (5.04972, -1.47639, 5.25460)
O (3.45329, -0.31536, 6.90432)
C (4.35804, 0.31140, 7.81997)
O (2.60258, -2.22880, 5.59658)
C (2.50293, -2.33405, 4.16785)
H (5.96536, -3.19415, 8.36108)
H (5.12077, -4.46975, 7.46217)
H (6.05149, -3.23255, 6.59122)
H (5.39541, 0.16473, 7.51445)
H (4.20976, -0.10091, 8.81778)
H (4.14297, 1.37657, 7.83631)
H (2.92866, -3.28451, 3.84857)
H (3.01855, -1.51316, 3.67270)
H (1.45167, -2.30626, 3.88874)
C (1.48955, -8.58106, 7.23848)
O (0.79720, -7.70150, 8.12959)
P (1.59537, -6.57399, 8.91784)
O (3.05711, -6.66254, 8.84339)
O (0.98638, -6.67562, 10.37737)
C (1.11168, -7.93162, 11.04836)
O (0.95798, -5.23457, 8.38412)
C (1.83053, -4.13317, 8.07975)
H (1.30212, -9.60734, 7.55220)
H (1.10067, -8.44043, 6.23052)
H (2.56368, -8.40361, 7.23495)
H (2.03524, -8.44126, 10.76744)
H (0.25778, -8.56319, 10.80253)
H (1.12417, -7.74663, 12.11944)
H (2.18819, -4.23070, 7.05866)
H (2.67344, -4.08859, 8.76361)
H (1.25839, -3.21174, 8.16822)
C (-2.03506, 6.39548, -12.22081)
O (-0.88367, 6.60870, -11.39993)
P (0.25008, 5.49683, -11.31588)
O (-0.08085, 4.20819, -11.92805)
O (0.57172, 5.44763, -9.76627)
C (-0.51229, 5.12119, -8.89168)
O (1.52588, 6.22973, -11.89329)
C (2.38322, 5.51477, -12.79288)
H (-2.92419, 6.48843, -11.59821)
H (-2.06255, 7.15981, -12.99672)
H (-2.03257, 5.41219, -12.68823)
H (-1.21133, 4.43026, -9.36719)
H (-1.03855, 6.03345, -8.60953)
H (-0.10561, 4.65168, -7.99866)
H (2.01236, 5.62427, -13.81122)
H (2.44344, 4.45921, -12.53522)
H (3.37724, 5.95123, -12.72714)
C (0.23564, -0.30940, 5.82526)
O (-1.06225, -0.07626, 5.26899)
P (-2.22775, 0.52282, 6.16715)
O (-1.95056, 0.60530, 7.60289)
O (-3.45552, -0.39278, 5.76882)
C (-3.29179, -1.79359, 6.01284)
O (-2.57715, 1.89001, 5.45241)
C (-2.81258, 3.04924, 6.26168)
H (0.48994, -1.35309, 5.67661)
H (0.96335, 0.31154, 5.30233)
H (0.28177, -0.08622, 6.89000)
H (-2.67595, -1.97078, 6.89676)
H (-2.82564, -2.26407, 5.14665)
H (-4.27227, -2.23374, 6.17529)
H (-1.86482, 3.54370, 6.47146)
H (-3.30726, 2.79200, 7.19618)
H (-3.45105, 3.72715, 5.69957)
C (-2.91142, -8.22811, 1.22659)
O (-1.97994, -7.51323, 2.04433)
P (-2.48865, -6.34722, 2.99642)
O (-3.87763, -5.92649, 2.79840)
O (-1.40644, -5.21263, 2.76621)
C (-1.24336, -4.72066, 1.43369)
O (-2.12283, -6.87005, 4.44272)
C (-3.07466, -6.70245, 5.50222)
H (-2.59078, -8.14830, 0.18874)
H (-2.90721, -9.27702, 1.52059)
H (-3.92344, -7.83665, 1.31466)
H (-2.18505, -4.72919, 0.88157)
H (-0.51029, -5.33575, 0.91211)
H (-0.87882, -3.69746, 1.48553)
H (-3.76355, -7.54611, 5.50744)
H (-3.63230, -5.77366, 5.39656)
H (-2.52894, -6.68190, 6.44315)

Cartesian forces, eV/Å:
C -0.31 -0.27 -0.13
C 0.49 0.53 -0.43
B -0.34 -0.03 0.76
O 0.96 0.28 0.34
C -1.19 -0.47 -0.55
C -0.31 0.43 -0.09
O 0.17 -0.07 0.48
C 1.14 0.24 -0.27
C -0.23 0.79 -0.06
C 0.51 -0.34 -0.05
C 0.09 0.53 -0.25
I -0.02 -0.40 0.18
C 0.27 -0.25 0.11
C 0.40 -1.28 0.54
C -0.25 -0.32 0.23
C -0.04 0.45 -0.23
C 0.41 -0.53 0.73
C 0.56 1.19 -0.79
Br -0.42 -0.14 0.35
C 0.09 0.09 -0.19
O 0.07 0.33 0.38
C -0.61 0.19 -0.09
F -0.09 -0.17 -0.29
C 0.85 0.48 0.11
C 0.33 -0.06 -0.88
C 0.09 -0.32 0.61
O -0.40 0.66 -0.08
C -0.49 -0.27 -0.15
O -0.34 0.08 0.46
H 0.01 0.25 -0.15
H 0.06 -0.07 0.24
H -0.16 -0.06 0.05
H 0.13 0.02 -0.14
H 0.10 -0.05 0.23
H -0.66 -0.20 -0.31
H 0.03 0.25 -0.33
H -0.36 -0.19 0.03
H 0.10 -0.13 -0.12
H -0.19 0.03 -0.01
H -0.09 -0.25 0.05
H 0.04 0.20 -0.06
H -0.11 0.02 0.20
H 0.04 -0.13 -0.14
H 0.04 -0.01 -0.29
H 0.00 -0.19 0.03
H -0.15 0.16 0.00
H -0.13 -0.22 -0.22
H 0.00 -0.44 0.26
H -0.14 -0.12 0.10
H -0.05 -0.37 0.17
H 0.04 0.16 -0.27
C -0.38 -0.06 -0.17
O 0.03 -0.08 0.33
P 0.08 0.17 -0.17
O -0.10 -0.06 -0.04
O 0.11 -0.10 -0.16
C -0.17 0.18 0.05
O 0.05 0.10 0.20
C 0.16 -0.29 0.01
H 0.06 0.03 -0.02
H 0.07 0.04 -0.01
H 0.17 0.03 0.05
H 0.04 -0.02 0.01
H 0.00 -0.03 -0.01
H 0.08 -0.08 -0.04
H -0.02 0.01 0.06
H -0.08 0.00 -0.01
H -0.03 0.15 -0.07
C 0.27 -0.44 0.15
O 0.26 0.41 -0.32
P 0.01 -0.04 0.33
O 0.02 -0.12 -0.08
O -0.27 -0.17 -0.10
C 0.17 0.07 0.22
O 0.21 0.28 -0.15
C -0.07 -0.12 -0.32
H -0.08 0.03 0.02
H -0.09 0.04 0.05
H -0.13 0.14 -0.05
H -0.03 0.01 -0.05
H 0.00 -0.03 -0.03
H -0.09 -0.04 -0.09
H 0.02 0.04 -0.04
H 0.05 -0.02 0.04
H -0.03 -0.02 0.19
C 0.02 -0.27 -0.34
O 0.30 0.03 0.19
P -0.25 0.04 0.02
O 0.04 -0.07 -0.14
O -0.09 0.12 -0.12
C -0.01 -0.23 0.07
O 0.05 -0.03 0.24
C 0.04 0.16 -0.05
H -0.05 0.04 0.03
H -0.06 0.04 0.04
H -0.03 0.12 0.12
H 0.01 0.04 0.01
H 0.02 0.01 -0.03
H 0.00 0.12 -0.04
H 0.03 -0.02 0.04
H -0.01 -0.11 0.00
H -0.13 -0.10 0.00
C -0.34 0.12 -0.20
O 0.04 -0.33 0.01
P 0.05 0.19 0.18
O -0.09 0.03 -0.14
O 0.13 0.13 -0.09
C -0.24 0.01 0.19
O -0.01 -0.18 0.14
C 0.21 -0.06 -0.18
H 0.05 0.03 0.04
H 0.05 0.03 0.05
H 0.15 -0.03 0.09
H 0.04 -0.01 -0.02
H -0.01 -0.01 -0.04
H 0.15 0.00 -0.07
H -0.01 -0.06 0.01
H -0.09 0.01 -0.01
H -0.08 0.12 0.10
C 0.34 -0.02 0.00
O -0.14 0.08 0.29
P -0.02 -0.10 -0.25
O 0.17 0.07 0.02
O -0.05 0.17 -0.10
C 0.07 -0.32 0.00
O -0.14 -0.14 0.13
C -0.06 0.26 0.08
H -0.11 -0.01 0.01
H -0.04 0.00 -0.03
H -0.17 0.06 -0.02
H -0.04 0.03 0.02
H 0.00 0.03 0.00
H -0.05 0.14 -0.02
H -0.02 -0.03 0.06
H 0.08 -0.05 0.01
H 0.03 -0.11 -0.12
C -0.13 -0.32 -0.24
O -0.20 0.26 0.01
P 0.24 -0.01 -0.03
O -0.09 -0.12 -0.01
O 0.03 -0.11 0.26
C 0.11 0.00 -0.32
O 0.00 0.24 -0.11
C -0.10 -0.01 0.30
H 0.06 0.01 0.04
H 0.06 0.03 0.04
H 0.07 0.12 0.11
H -0.02 0.00 0.08
H -0.02 0.01 -0.02
H 0.00 -0.02 0.13
H -0.04 0.05 -0.03
H -0.02 -0.04 -0.09
H 0.14 -0.04 -0.10

Calculated values
* structure (SMILES): CCB(O)c1c(O)c(CCCI)c2c(c1CCCBr)C(=O)C(F)=C(CC=O)C2=O.COP(=O)(OC)OC.COP(=O)(OC)OC.COP(=O)(OC)OC.COP(=O)(OC)OC.COP(=O)(OC)OC.COP(=O)(OC)OC
* max |F|: 1.5 eV/Å
* HOMO: -9.272 eV
* frontier orbital gap: 8.24 eV
* charge: 0